Model one:
Entry from OMol25: 2 unconnected molecules or ions with the total composition C9H17N2 (ωB97M-V/def2-TZVPD).

Positions of all 28 atoms, in Å:
C: 1.071 -2.595 -0.654
C: 0.848 0.517 0.390
C: 2.227 0.634 0.036
C: 3.172 1.264 1.026
C: 2.736 0.199 -1.123
C: -2.288 1.317 0.016
C: -2.399 -0.712 -1.026
C: -1.787 -0.583 1.363
C: -0.213 0.253 -0.485
N: 0.140 -2.149 -0.166
N: -1.569 0.034 0.036
H: 0.741 0.424 1.436
H: 3.752 2.042 0.596
H: 2.687 1.800 1.857
H: 4.038 0.652 1.363
H: 2.064 -0.078 -1.864
H: 3.746 0.064 -1.191
H: 1.717 -3.240 -1.198
H: -1.687 2.114 0.481
H: -2.352 1.650 -0.956
H: -3.192 1.240 0.631
H: -3.539 -0.468 -0.887
H: -2.103 -0.407 -1.958
H: -2.214 -1.858 -1.143
H: -2.815 -0.645 1.651
H: -1.410 -1.668 1.245
H: -1.037 -0.186 2.072
H: -0.335 0.386 -1.549

The LUMO energy is -3.3 eV. As for the net charge: +1.

=====

Model two:
Entry from OMol25: a gas-phase ion, C9H17N2 (charge +1) (ωB97M-V/def2-TZVPD).

Positions of all 28 atoms, in Å:
C: 3.077 0.889 0.110
C: 2.462 -0.028 -0.587
C: -1.113 1.576 0.480
C: -0.413 1.364 -0.871
C: 0.625 -0.162 1.168
C: -0.884 0.148 0.994
C: -0.393 -0.125 -1.072
C: 1.291 -0.698 -0.032
C: -2.797 -0.585 -0.253
N: -1.367 -0.719 -0.039
N: 1.185 -2.097 -0.305
H: 4.074 1.063 -0.056
H: 2.673 1.410 1.022
H: 2.858 -0.638 -1.365
H: -0.779 2.377 1.037
H: -2.201 1.767 0.255
H: -0.813 1.914 -1.747
H: 0.570 1.665 -0.707
H: 1.056 0.755 1.715
H: 0.522 -0.951 2.052
H: -1.434 0.074 1.943
H: -0.494 -0.430 -2.093
H: -3.141 0.207 -0.939
H: -3.321 -1.438 -0.781
H: -3.168 -0.558 0.706
H: -1.060 -1.659 0.061
H: 1.279 -2.808 0.397
H: 1.705 -2.315 -1.092

The LUMO energy is -2.7 eV. As for the net charge: +1.

=====

On energetic grounds, model two is preferred over the next structure by 0.785 eV.